Record 1
The following is a quantum chemistry calculation of C21H39F3N2O6PSZr as an isolated structure, from OMol25.

The geometry in XYZ format:
```
74
Properties=species:S:1:pos:R:3:lowdin_charge:R:1
Zr -2.10587 -0.18207 -1.08539 1.959
C -4.46845 -0.67147 2.99907 0.093
O -4.74183 0.40077 2.02180 0.102
C -3.93180 0.67382 1.08924 -0.513
O -2.82477 0.06967 0.85455 -0.122
N -4.24009 1.71011 0.29919 0.100
N -3.41545 1.90099 -0.82890 0.023
H -3.93394 -0.22441 3.83170 0.118
H -3.89972 -1.46325 2.52279 0.100
H -5.44909 -1.01357 3.30746 0.121
H -5.09143 2.24912 0.41564 0.207
H -2.92134 2.78976 -0.72946 0.127
H -4.01657 1.97402 -1.65348 0.147
O -0.49121 -1.08032 -0.39119 -0.472
P 0.69854 -0.11407 0.10314 0.980
C 0.18581 1.34566 -0.90304 -0.380
C 1.05216 2.63215 -0.77350 -0.142
C 0.84643 3.55575 -1.98472 -0.152
C -0.59469 3.50552 -2.48734 -0.153
C -0.93869 2.10435 -3.03789 -0.163
C -0.04647 1.03187 -2.40209 -0.232
C 2.29919 -0.83363 -0.30677 -0.332
C 2.29919 -2.33447 0.11395 -0.167
C 3.39238 -3.10586 -0.64575 -0.167
C 4.59759 -2.21152 -0.89987 -0.176
C 4.23243 -1.09247 -1.88410 -0.157
C 2.75594 -0.65745 -1.76202 -0.176
C 0.46936 0.27304 1.84233 -0.346
C 1.69334 1.06146 2.39829 -0.166
C 2.59338 0.15404 3.23309 -0.172
C 1.84432 -0.41490 4.44748 -0.158
C 0.35479 -0.65173 4.14920 -0.171
C 0.14880 -0.99136 2.67477 -0.177
H -0.79203 1.66878 -0.44224 0.089
H 2.10337 2.34643 -0.69618 0.123
H 0.79278 3.14084 0.15576 0.130
H 1.52524 3.27819 -2.79375 0.134
H 1.11485 4.57290 -1.70431 0.137
H -0.75701 4.25171 -3.26264 0.135
H -1.26342 3.78919 -1.66429 0.104
H -0.82130 2.06158 -4.12073 0.147
H -2.00911 1.87912 -2.88638 0.076
H 0.93830 1.02586 -2.86810 0.129
H -0.35420 -0.00812 -2.65197 0.100
H 2.99811 -0.28370 0.33623 0.130
H 1.32540 -2.79093 -0.07887 0.108
H 2.48402 -2.40132 1.18652 0.105
H 3.00189 -3.48025 -1.59489 0.125
H 3.66757 -3.98090 -0.05875 0.128
H 5.43170 -2.78888 -1.29371 0.128
H 4.94447 -1.79199 0.04960 0.122
H 4.40183 -1.42322 -2.90882 0.126
H 4.87864 -0.22826 -1.72568 0.122
H 2.12104 -1.26088 -2.41762 0.127
H 2.67747 0.38326 -2.08141 0.096
H -0.41341 0.92503 1.86790 0.117
H 1.31158 1.87379 3.01876 0.134
H 2.26625 1.54324 1.60011 0.097
H 3.46907 0.71500 3.55685 0.130
H 2.97360 -0.65983 2.60728 0.099
H 1.94134 0.26276 5.29519 0.124
H 2.31565 -1.35068 4.74790 0.124
H -0.23125 0.24068 4.39209 0.120
H -0.03515 -1.45452 4.77351 0.125
H -0.87370 -1.31255 2.46718 0.103
H 0.80123 -1.82235 2.39972 0.109
F -2.02227 -3.17706 -2.46030 0.193
C -3.21703 -2.99066 -1.94080 -0.622
F -2.99990 -2.61329 -0.62002 0.059
F -3.95994 -4.03819 -1.99600 0.271
S -4.01534 -1.43206 -2.65112 0.675
O -2.74464 -0.71609 -3.08082 -0.393
O -5.02329 -1.68236 -3.58433 -0.102
O -4.30469 -0.65981 -1.39902 -0.371
```

* gap between HOMO and LUMO: 7.603 eV
* total charge: +3
* E_HOMO: -18.290 eV
* energy relative to the best compared isomer or geometry (same formula, charge and spin): 20.9 kcal/mol
* largest force on an atom: 0.015 Eh/bohr
* 2S+1: 1

Record 2
The following is a quantum chemistry calculation of a 2-piece molecular cluster, C21H39F3N2O6S overall, from OMol25.

The geometry in XYZ format:
```
72
Properties=species:S:1:pos:R:3:lowdin_charge:R:1
C 4.42640 -1.17273 2.03435 -0.116
C 5.07833 -1.88398 0.83208 -0.261
C 5.55111 -0.88301 -0.25804 -0.202
C 4.66083 -0.95148 -1.54857 -0.192
C 4.23158 0.47498 -2.03629 -0.210
C 2.71334 0.63629 -1.84460 -0.217
C 2.21592 2.06886 -2.19232 -0.185
C 1.08625 2.48255 -1.18993 -0.195
C -0.01808 3.30139 -1.95685 -0.179
C -1.26538 2.37930 -2.11415 -0.171
C -2.30058 2.68255 -0.99353 -0.125
C -2.78802 1.47710 -0.18052 -0.234
C -3.22192 0.16112 -0.86440 -0.132
C -2.14026 -0.83530 -1.38348 -0.142
C -2.11417 -1.00011 -2.92467 -0.154
C -3.22375 -1.92868 -3.48940 -0.215
O -2.71935 -3.21723 -3.81073 -0.185
C -2.47601 -4.00410 -2.66487 -0.121
C -3.71182 -0.56555 0.43606 -0.470
O -4.54283 -1.37429 0.50996 0.151
N -2.90646 -0.08866 1.50078 0.106
C -1.97601 0.92712 0.98865 -0.313
S -1.30219 2.06780 2.22751 0.764
O -2.24230 2.46552 3.21898 -0.259
O -0.55464 3.12487 1.64443 -0.254
C -0.04713 1.02058 3.12078 -0.738
F -0.58106 -0.13752 3.44887 0.151
F 0.97079 0.77638 2.31319 0.145
F 0.42427 1.62681 4.15716 0.204
H 3.91561 -1.89199 2.68525 0.067
H 5.16129 -0.64536 2.65607 0.072
H 3.71883 -0.41285 1.67375 0.058
H 4.35313 -2.60916 0.44358 0.096
H 5.95974 -2.45478 1.15335 0.097
H 6.56436 -1.17534 -0.56127 0.099
H 5.58808 0.15001 0.10358 0.098
H 5.16721 -1.50185 -2.34866 0.102
H 3.75705 -1.51654 -1.28551 0.090
H 4.80152 1.26567 -1.53681 0.102
H 4.48381 0.51836 -3.10623 0.107
H 2.19892 -0.12193 -2.44908 0.114
H 2.47035 0.44475 -0.78849 0.099
H 1.76000 2.05586 -3.18867 0.102
H 3.01141 2.81952 -2.13732 0.111
H 0.64438 1.55180 -0.80511 0.078
H 1.45991 3.02239 -0.31354 0.105
H 0.33237 3.66153 -2.92882 0.099
H -0.22339 4.18591 -1.34157 0.101
H -0.94919 1.33617 -2.17260 0.080
H -1.73174 2.62627 -3.07937 0.108
H -3.19017 3.10332 -1.48347 0.120
H -1.95384 3.47830 -0.32847 0.097
H -3.70428 1.83154 0.32533 0.162
H -4.04905 0.32181 -1.56116 0.163
H -1.11790 -0.61041 -1.05558 0.108
H -2.40704 -1.81902 -0.97941 0.102
H -1.16284 -1.50159 -3.16195 0.119
H -2.05996 -0.03691 -3.44516 0.100
H -4.09059 -2.00709 -2.81506 0.125
H -3.53091 -1.50337 -4.45191 0.122
H -1.43183 -3.93535 -2.30893 0.090
H -3.12320 -3.73984 -1.81399 0.086
H -2.63742 -5.06280 -2.90109 0.089
H -2.50103 -0.81096 2.08605 0.142
H -1.08854 0.30464 0.76706 0.128
C -2.46381 -0.66796 6.53628 0.048
N -1.93684 -2.06020 6.45319 -0.448
O -1.94660 -2.72829 7.46843 0.071
O -1.53208 -2.42767 5.36519 0.050
H -2.78587 -0.47968 7.55446 0.094
H -1.65850 0.00432 6.25290 0.092
H -3.29820 -0.59176 5.84430 0.103
```

* gap between HOMO and LUMO: 10.169 eV
* E_HOMO: -9.946 eV
* largest force on an atom: 0.077 Eh/bohr
* 2S+1: 1

Record 3
The following is a quantum chemistry calculation of C21H39GaN2OSSb2SeTe as an isolated structure, from OMol25.

The geometry in XYZ format:
```
69
Properties=species:S:1:pos:R:3:lowdin_charge:R:1
Ga 12.51870 10.94721 8.11543 -0.272
C 17.69349 12.95234 9.39492 -0.403
Sb 16.62610 11.37458 8.42536 1.025
C 18.28725 10.88936 7.02171 -0.352
C 16.61329 9.67684 10.02656 -0.294
C 16.60936 8.26077 9.48311 -0.279
C 17.63610 7.77283 8.64965 -0.094
C 17.63872 6.40302 8.32960 -0.178
C 16.61168 5.54761 8.73693 -0.130
C 15.54951 6.09192 9.51816 -0.139
C 15.53840 7.42301 9.85814 -0.432
C 14.41391 7.82295 10.68036 -0.251
Sb 12.58206 7.58001 8.69082 1.455
C 12.18559 5.59572 7.94720 -0.405
C 10.88747 7.86157 10.08582 -0.321
H 18.78480 12.60069 9.43739 -0.005
H 17.39716 13.16699 10.41070 -0.025
H 17.76874 13.86753 8.77334 -0.008
H 19.13001 10.89234 7.72678 -0.034
H 18.32778 11.63916 6.18096 0.001
H 18.19246 9.94560 6.54132 -0.043
H 15.78152 9.92520 10.67886 0.010
H 17.58363 9.93349 10.46900 0.025
H 18.51605 8.39422 8.41355 0.088
H 18.45289 6.03683 7.71308 0.061
H 16.68244 4.48442 8.55810 0.067
H 14.73670 5.47440 9.93851 0.091
H 14.40699 8.86870 11.02507 -0.011
H 13.86951 7.01936 11.19568 0.013
H 12.10082 5.05635 8.92376 -0.013
H 13.08724 5.27077 7.35673 0.000
H 11.25283 5.64039 7.36866 -0.055
H 11.30261 7.76524 11.11642 -0.037
H 10.14222 7.06182 9.96682 -0.021
H 10.42264 8.82367 9.96340 -0.039
C 8.67008 14.51752 6.00133 -0.167
C 9.34850 13.21476 6.33407 -0.392
S 10.20211 13.30842 7.95264 0.969
O 10.87561 11.93288 8.02788 -0.582
C 8.76806 13.33084 9.13849 -0.391
C 7.96843 12.08154 9.33166 -0.131
H 8.00160 14.35335 5.19542 0.056
H 9.43752 15.33861 5.84053 0.100
H 8.02615 14.84247 6.81242 0.047
H 10.05009 12.83963 5.52703 0.110
H 8.51142 12.49148 6.56763 0.100
H 8.13477 14.23479 8.94642 0.088
H 9.30238 13.62180 10.08828 0.099
H 7.08938 12.03248 8.65607 0.083
H 7.52855 12.26422 10.32403 0.083
H 8.59544 11.24548 9.31660 0.052
Te 14.33358 12.44305 7.04682 0.003
C 12.75185 8.28427 5.23538 -0.074
C 11.66456 8.91476 6.06285 -0.687
C 11.21496 10.20658 5.33821 -0.112
C 10.34028 8.05808 6.30640 -0.073
N 12.10632 9.22875 7.50166 -0.340
H 12.45683 8.13423 4.18186 0.076
H 13.00162 7.31482 5.78495 0.073
H 13.62201 8.95012 5.29149 0.084
H 10.87891 9.96762 4.34126 0.065
H 12.06213 10.87613 5.21043 0.029
H 10.42459 10.68719 5.98345 0.058
H 9.76617 7.85736 5.42231 0.054
H 9.76552 8.67982 7.04426 0.087
H 10.51762 7.11540 6.76193 -0.009
Se 11.80229 10.24155 12.73450 0.498
C 12.27271 10.68791 11.11620 -0.903
N 12.46056 11.00716 9.99746 0.054
```

* gap between HOMO and LUMO (alpha / beta): 2.241 / 2.241 eV
* total charge: -2
* E_HOMO (alpha / beta): 1.224 / 1.223 eV
* energy relative to the best compared isomer or geometry (same formula, charge and spin): 27.1 kcal/mol
* largest force on an atom: 0.069 Eh/bohr
* 2S+1: 1